DFT (wB97M-V/def2-TZVPD) results for 9 unconnected molecules or ions with the total composition C3H21NO10S.

HOMO-LUMO gap in eV: 6.08
F_max in eV/A: 5.779
Molecular weight in Da: 263.27
LUMO energy in eV: 5.35
Relative energy (zero: lowest compared OMol25 entry of this formula, charge and spin) in kJ/mol: 0.0

Geometry as ORCA input:
```
! wB97M-V def2-TZVPD RIJCOSX def2/J DEFGRID3
* xyz -2 1
O 0.93 -0.33 0.27
C 0.55 0.90 0.25
O -0.27 1.35 -0.64
C 0.88 1.94 1.35
C -0.13 2.73 2.21
S -0.17 1.89 3.77
N 1.74 2.92 0.51
H 1.66 1.39 1.97
H 0.28 3.80 2.26
H -1.20 2.76 1.68
H 2.51 3.32 0.99
H 1.18 3.50 0.01
H 0.26 -1.53 -0.47
H 0.90 -2.81 0.19
O 0.19 -2.55 -0.57
H -4.00 0.46 -2.15
H -3.66 -0.59 -1.07
O -4.40 -0.24 -1.58
H 1.83 -2.85 -2.04
H 2.41 -1.60 -2.65
O 2.57 -2.60 -2.51
H 0.72 -2.74 2.31
H 1.97 -2.00 1.91
O 1.43 -2.81 1.78
H -0.31 1.09 -1.94
H 0.08 -0.09 -2.97
O -0.11 0.81 -3.02
H -2.25 1.64 -2.89
H -2.72 0.58 -3.73
O -3.04 1.32 -3.26
H -2.50 -3.10 0.36
H -1.40 -3.10 -0.75
O -2.32 -3.51 -0.46
H 2.14 -0.02 4.32
H 2.11 0.44 3.08
O 2.13 -0.38 3.49
*
```

Atomic partial charges in e from the natural (NBO) method, atoms 1 to 8:
1 O -0.779
2 C 0.831
3 O -0.784
4 C -0.124
5 C -0.561
6 S -0.702
7 N -0.870
8 H 0.154

=====

DFT (wB97M-V/def2-TZVPD) results for a molecular structure, C3H22BeO8.

HOMO-LUMO gap in eV: 10.11
F_max in eV/A: 1.242
Molecular weight in Da: 195.21
LUMO energy in eV: -7.22
Relative energy (zero: lowest compared OMol25 entry of this formula, charge and spin) in kJ/mol: 115.4

Geometry as ORCA input:
```
! wB97M-V def2-TZVPD RIJCOSX def2/J DEFGRID3
* xyz 2 1
Be -0.10 -0.07 -0.04
O -2.50 -0.68 -0.32
H -2.86 -1.57 -0.40
H -3.25 -0.12 -0.09
O 1.09 -0.98 1.72
H 0.92 -1.20 2.64
H 2.04 -0.92 1.62
O 1.99 -0.67 -0.83
H 2.42 -1.52 -0.93
H 2.69 -0.01 -0.87
O -1.12 2.08 -0.21
H -1.95 2.13 0.28
H -0.65 2.89 0.01
O 1.63 1.76 0.65
H 1.87 1.87 1.58
H 2.07 2.49 0.19
C 0.52 -3.49 -0.41
O -0.37 -2.47 -0.93
H 1.03 -3.12 0.47
H -0.04 -4.40 -0.20
H 1.34 -3.71 -1.10
H -0.19 -2.45 -1.88
C -0.16 1.73 -2.97
O 0.21 0.42 -2.51
H -1.19 1.99 -2.71
H 0.47 2.47 -2.47
H -0.03 1.77 -4.04
H 0.05 -0.21 -3.22
C -0.76 1.24 2.96
O -1.22 0.33 1.96
H -0.72 2.28 2.64
H -1.39 1.12 3.84
H 0.23 0.98 3.35
H -2.08 0.00 2.22
*
```

Atomic partial charges in e from the natural (NBO) method, atoms 1 to 8:
1 Be 1.674
2 O -0.979
3 H 0.519
4 H 0.498
5 O -0.987
6 H 0.518
7 H 0.509
8 O -0.985